179
Properties=species:S:1:pos:R:3:forces:R:3:lowdin_charge:R:1 method="wB97M-V/def2-TZVPD" fmax_ha_per_bohr=0.05594 total_charge=+1 orbital_gap_ev=6.65 multiplicity=1
C 3.8358 -1.8422 12.3825 1.95 1.13 0.18 -0.09
C 3.4403 -1.1839 11.0640 0.29 -1.16 -0.05 -0.23
C 2.1247 -1.7385 10.5534 -0.13 0.78 -0.49 -0.12
N 1.6735 -0.9718 9.3215 -1.23 0.28 -1.89 -0.25
C 1.1698 0.4107 9.6156 0.31 -0.20 0.58 0.02
C 0.4762 -1.6914 8.6399 -0.41 -0.02 1.94 -0.10
C 0.7730 -1.8571 7.1865 -0.28 -0.30 -1.05 -0.13
C 1.9426 -0.9306 6.8484 0.26 0.84 0.62 -0.14
C 2.7030 -0.9237 8.1738 -0.33 -1.06 0.20 -0.09
H 4.8244 -1.4195 12.6136 -0.05 0.10 0.00 0.08
H 4.1237 -2.8889 12.3046 -0.92 -0.25 0.08 0.09
H 3.2773 -1.5246 13.2601 -0.59 -0.59 -0.17 0.08
H 4.2107 -1.4474 10.3339 0.02 0.02 0.00 0.11
H 3.4940 -0.0985 11.1355 -0.49 0.03 0.17 0.12
H 1.3328 -1.7181 11.3052 -0.11 0.50 -0.11 0.14
H 2.1428 -2.7851 10.2491 0.58 0.01 -0.08 0.14
H 0.4654 0.2755 10.4344 0.13 0.42 0.15 0.12
H 0.6258 0.8451 8.7807 0.20 -0.28 -0.24 0.12
H 2.0138 1.0508 9.8589 -0.14 0.04 0.28 0.10
H -0.4299 -1.1223 8.8476 0.23 0.41 -0.25 0.13
H 0.2798 -2.5804 9.2410 0.36 -0.39 -0.51 0.13
H -0.1436 -1.6570 6.6331 0.17 0.05 -0.25 0.12
H 1.0470 -2.8905 6.9718 0.07 0.02 -0.02 0.13
H 1.7339 0.0928 6.5287 -0.70 -0.10 0.14 0.12
H 2.6202 -1.2845 6.0719 -0.16 -0.39 0.04 0.12
H 3.4017 -0.1028 8.2928 0.13 -0.17 0.27 0.14
H 3.1360 -1.9251 8.2027 0.70 0.29 0.37 0.14
C 4.3995 1.0634 3.8928 -0.34 -0.83 -0.85 -0.07
C 3.6989 0.5255 2.6255 -0.12 0.08 0.24 -0.22
C 4.6678 -0.4322 1.9221 -0.39 0.38 -0.53 -0.10
N 4.2917 -0.7406 0.4677 -0.01 0.88 0.79 -0.25
C 5.1567 -1.8379 -0.0408 0.62 -1.08 -0.71 -0.11
C 4.7793 -3.2470 0.4413 -0.67 0.16 1.96 -0.15
C 3.2478 -3.5180 0.4442 1.37 -0.17 -1.55 -0.17
C 2.3728 -2.3592 0.9100 0.55 -0.69 0.37 -0.15
C 2.8359 -1.0306 0.3298 -1.18 -0.84 -0.53 -0.12
C 4.5239 0.5217 -0.3357 -0.42 -0.03 -0.33 0.03
H 5.3748 1.3935 3.5372 0.16 0.23 0.64 0.08
H 4.4847 0.2113 4.5707 0.41 0.18 0.23 0.07
H 3.8552 1.8580 4.3933 0.01 0.06 -0.19 0.06
H 3.3886 1.3559 1.9899 0.20 0.03 -0.07 0.10
H 2.7657 0.0181 2.8769 0.07 -0.09 0.11 0.09
H 4.7817 -1.3671 2.4674 -0.09 -0.06 -0.07 0.13
H 5.6448 0.0356 1.8105 0.10 -0.07 0.25 0.13
H 6.1739 -1.5728 0.2478 0.02 -0.06 0.08 0.14
H 5.1626 -1.8454 -1.1313 -0.40 0.40 -0.03 0.14
H 5.1521 -3.3831 1.4645 -0.11 0.29 0.15 0.10
H 5.2773 -4.0881 -0.0387 0.15 0.52 -0.75 0.12
H 3.0997 -4.5061 0.8781 -0.37 0.30 0.57 0.12
H 3.0390 -3.7095 -0.6156 -0.36 0.21 -0.04 0.12
H 2.3016 -2.3211 1.9996 -0.03 0.00 0.04 0.11
H 1.3878 -2.5881 0.5035 -0.23 0.43 0.28 0.11
H 2.2573 -0.2171 0.7607 0.24 0.18 -0.02 0.12
H 2.5687 -1.0541 -0.7295 0.47 0.32 -0.14 0.12
H 3.7776 1.2529 -0.0384 -0.21 -0.14 -0.25 0.10
H 4.3764 0.2318 -1.3716 -0.07 0.37 -0.09 0.09
H 5.4826 1.0164 -0.1900 0.30 -0.67 0.20 0.12
C -4.8587 -5.8028 -4.3009 -0.65 0.64 1.41 -0.09
C -3.5112 -5.8047 -4.9934 -0.28 -0.87 -0.24 -0.24
C -3.6309 -4.9496 -6.2487 0.02 0.08 1.32 -0.12
N -2.2882 -4.4802 -6.7900 -0.39 -0.28 -1.31 -0.23
C -2.5394 -3.8552 -8.1579 0.50 1.51 0.11 -0.08
C -1.3131 -3.0810 -8.6798 0.16 -0.08 -0.27 -0.16
C -0.8482 -2.0535 -7.6469 0.30 0.17 0.20 -0.17
C -0.4133 -2.8133 -6.3851 -0.81 0.90 -0.91 -0.15
C -1.6702 -3.4552 -5.8740 -0.22 -0.50 1.73 -0.14
C -1.3685 -5.6485 -6.9930 -0.81 -0.42 -0.23 0.02
H -5.7149 -5.9223 -4.9661 0.22 -0.03 -0.26 0.09
H -5.0384 -4.8786 -3.7435 0.06 0.22 -0.39 0.08
H -4.9739 -6.5538 -3.5164 0.35 -0.32 -0.28 0.08
H -3.3523 -6.8579 -5.2487 0.51 0.14 -0.22 0.11
H -2.6864 -5.4898 -4.3546 -0.22 0.06 0.21 0.10
H -4.2109 -4.0686 -5.9714 0.13 0.32 -0.27 0.11
H -4.2334 -5.5405 -6.9379 0.55 0.31 -0.73 0.15
H -3.2474 -3.0238 -8.0889 -0.52 -0.48 0.75 0.14
H -2.9855 -4.5893 -8.8235 0.36 -0.28 0.05 0.14
H -1.6589 -2.6007 -9.5966 0.10 0.03 -0.02 0.12
H -0.4521 -3.6986 -8.9481 -0.14 -0.19 -0.10 0.11
H -1.6607 -1.3768 -7.3660 -0.19 -0.18 0.01 0.11
H -0.0622 -1.3709 -7.9743 0.14 -0.39 -0.46 0.12
H -0.0748 -2.0790 -5.6529 0.06 -0.24 0.20 0.12
H 0.3773 -3.5413 -6.5731 0.07 0.06 -0.01 0.12
H -2.4583 -2.7503 -5.6189 -0.05 0.43 -0.49 0.11
H -1.4437 -3.9047 -4.9019 -0.18 -0.61 -0.27 0.12
H -1.9530 -6.4826 -7.3847 -0.24 0.03 0.31 0.11
H -0.9655 -5.9130 -6.0217 0.37 -0.08 -0.19 0.11
H -0.6564 -5.4788 -7.7946 0.39 0.47 0.51 0.10
C -0.9426 -1.2496 3.3258 0.74 -0.19 0.03 -0.09
C -1.4630 -1.4879 1.9170 -0.94 -0.11 -0.09 -0.22
C -1.3660 -0.2636 1.0664 -0.96 1.35 -1.06 -0.13
N -1.9378 -0.3705 -0.3552 -0.30 -0.73 0.61 -0.24
C -1.8368 1.0583 -0.8981 -0.70 -1.26 -0.77 -0.09
C -2.3197 1.1228 -2.3524 0.97 1.57 0.24 -0.15
C -1.6934 0.0900 -3.2483 0.11 -1.46 -0.89 -0.16
C -1.5732 -1.3366 -2.6697 -0.70 0.02 -0.11 -0.15
C -1.1594 -1.3478 -1.2225 0.72 1.20 0.53 -0.11
C -3.4061 -0.7842 -0.2698 1.01 0.34 -1.74 0.06
H -1.5601 -0.5493 3.8857 -0.02 0.15 -0.19 0.08
H 0.0858 -0.8725 3.2925 -0.01 0.20 0.07 0.05
H -0.9025 -2.1694 3.9115 -0.20 -0.13 -0.16 0.07
H -2.5355 -1.6845 1.9996 0.16 -0.48 -0.03 0.08
H -1.0090 -2.3324 1.3928 0.17 -0.12 0.38 0.11
H -0.3967 0.2341 0.9804 0.20 -0.34 0.00 0.12
H -2.0553 0.5237 1.3789 0.38 -0.05 1.04 0.12
H -0.7896 1.3305 -0.7813 -0.01 0.24 -0.13 0.12
H -2.4974 1.6513 -0.2704 0.29 0.14 0.20 0.13
H -1.8768 2.0611 -2.7108 -0.07 0.11 0.09 0.10
H -3.3813 1.3386 -2.4629 -0.19 -0.81 0.17 0.11
H -0.6976 0.4019 -3.5455 0.24 0.22 0.27 0.08
H -2.2366 -0.0120 -4.1910 -0.21 0.19 0.08 0.10
H -0.8287 -1.9309 -3.2058 0.14 0.22 -0.09 0.11
H -2.5066 -1.8906 -2.8099 -0.11 0.12 0.12 0.12
H -0.1468 -0.9362 -1.1393 0.17 -0.20 -0.17 0.12
H -1.1532 -2.3477 -0.7919 -0.38 0.11 0.21 0.13
H -3.7182 -0.7929 -1.3151 -0.29 -0.03 0.10 0.10
H -3.9526 0.0207 0.2101 -0.09 -0.41 0.56 0.12
H -3.4986 -1.8035 0.0925 -0.24 0.30 0.58 0.08
C -3.0095 4.9344 -0.6149 0.60 -0.99 -0.34 -0.07
C -1.8841 5.9284 -0.9376 -0.06 0.53 1.25 -0.22
C -0.6283 5.2521 -1.4380 -0.62 -0.37 -0.44 -0.14
N 0.5724 6.1145 -1.7128 1.01 0.56 1.38 -0.24
C 1.7154 5.1186 -2.0116 -0.01 0.97 0.22 -0.10
C 2.9919 5.7902 -2.5144 -0.82 -0.47 -0.68 -0.15
C 2.6847 6.7741 -3.6430 0.06 0.08 0.57 -0.17
C 1.5828 7.7464 -3.2652 0.24 0.68 0.37 -0.18
C 0.2911 7.0963 -2.8068 0.85 -0.79 -1.32 -0.11
C 0.9859 6.8945 -0.4724 -0.68 -1.02 -0.03 0.04
H -3.0297 4.1831 -1.4111 -0.60 0.05 -0.02 0.07
H -3.9899 5.3561 -0.4108 0.05 0.35 -0.53 0.08
H -2.7917 4.3812 0.3039 0.37 0.05 -0.05 0.07
H -1.6508 6.2955 0.0682 0.15 0.74 -0.31 0.11
H -2.1944 6.7359 -1.6012 -0.19 -0.01 0.11 0.11
H -0.7813 4.7813 -2.4116 -0.24 -0.29 0.15 0.14
H -0.3822 4.4937 -0.6995 0.57 -0.13 -0.10 0.12
H 1.2664 4.3710 -2.6538 0.35 -0.09 -0.15 0.09
H 1.9703 4.6998 -1.0395 -0.50 -0.47 -0.06 0.13
H 3.5779 4.9663 -2.9252 0.24 0.03 0.27 0.11
H 3.5122 6.2163 -1.6578 0.19 0.24 -0.22 0.11
H 2.3770 6.2074 -4.5248 0.14 0.04 -0.10 0.12
H 3.5598 7.3831 -3.8699 0.12 -0.26 -0.26 0.12
H 1.4288 8.4102 -4.1175 -0.46 -0.04 0.07 0.12
H 1.9185 8.4018 -2.4548 0.19 0.03 -0.09 0.11
H -0.0813 6.5059 -3.6486 -0.36 0.04 0.12 0.15
H -0.4306 7.8527 -2.5130 -0.15 -0.29 0.29 0.13
H 2.0032 7.2706 -0.4909 -0.13 0.22 -0.63 0.10
H 0.9759 6.1637 0.3385 -0.46 0.27 0.24 0.09
H 0.2295 7.6684 -0.3915 0.25 0.16 0.58 0.11
C -4.9236 -1.3728 3.5726 -1.39 -0.19 -1.53 -0.66
F -3.9009 -1.9581 4.1937 0.41 0.44 0.48 0.11
F -5.7387 -0.7664 4.4435 0.45 -0.51 0.32 0.13
F -4.4793 -0.3798 2.7623 0.82 0.10 0.32 0.08
S -5.8095 -2.5861 2.4563 -0.01 -0.16 -0.90 0.47
O -6.8768 -1.7451 1.9596 0.11 -0.28 0.29 -0.32
O -4.8226 -2.9335 1.4150 -0.11 0.39 1.02 -0.37
O -6.1457 -3.6815 3.3341 0.01 0.25 0.06 -0.32
C 2.2182 1.6953 -4.9278 0.16 -0.01 1.97 -0.68
F 2.1685 2.9819 -5.2520 -0.41 0.26 -0.45 0.13
F 1.2666 1.0057 -5.5363 0.05 0.00 -0.51 0.14
F 3.4314 1.2567 -5.2546 -0.25 -0.43 -0.34 0.14
S 2.0268 1.5973 -3.0497 1.08 -0.41 1.93 0.51
O 0.8240 2.3193 -2.6595 -0.01 -0.29 -0.94 -0.33
O 1.9961 0.1810 -2.6293 -0.07 0.77 -1.01 -0.35
O 3.2664 2.2655 -2.6346 -0.63 -0.18 -0.40 -0.34
C -6.0943 0.3131 -5.1084 2.67 -0.30 -0.07 -0.67
F -7.3399 0.0757 -4.7986 -0.28 0.07 -0.15 0.18
F -5.9530 1.3180 -5.9743 -0.82 0.07 -0.43 0.12
F -5.4213 0.7451 -4.0124 -0.33 -0.22 0.58 0.08
S -5.1558 -1.1809 -5.8023 -2.01 -1.73 -1.11 0.46
O -5.3433 -2.2647 -4.8434 0.74 0.63 0.68 -0.35
O -5.9224 -1.4708 -7.0056 0.45 0.68 -0.04 -0.34
O -3.7740 -0.8007 -6.0488 0.12 0.46 0.51 -0.35
C 0.9771 3.0671 3.8300 -1.87 -0.47 -1.39 -0.66
F 2.1745 3.6074 3.8681 0.67 0.36 0.16 0.14
F 1.1279 1.7207 3.9677 0.14 0.02 0.01 0.07
F 0.2539 3.4723 4.8658 0.14 0.23 0.39 0.13
S 0.0629 3.4706 2.1861 -0.50 1.14 0.46 0.47
O -1.2788 2.9101 2.2874 1.05 0.03 0.24 -0.32
O 0.1000 4.9391 2.1663 0.13 -1.10 0.04 -0.34
O 0.9233 2.8432 1.2036 0.33 -0.40 -0.17 -0.35